{"formula": "BrH2NO2P", "method": "wB97M-V/def2-TZVPD", "energy_ha": -3121.94373, "max_force_ev_per_a": 5.5, "e_homo_ev": -4.9, "gap_ev": 8.43, "molar_mass_g_mol": 158.9, "de_lowest_kcal_mol": 34.6, "charge": -1, "symbols": ["N", "O", "O", "P", "Br", "H", "H"], "positions_angstrom": [[0.461696, 0.063933, -0.161471], [1.126179, -1.806995, -2.405886], [-0.164863, 0.411524, -3.036750], [0.111966, -0.727419, -2.208446], [-1.822980, -1.653695, -1.942848], [1.480074, 0.053764, 0.089057], [0.280085, 0.995043, -0.547139]], "forces_ev_per_angstrom": [[-0.199, -0.737, -2.736], [-0.724, 0.870, -0.024], [-0.149, 2.401, -1.530], [3.215, -1.713, 4.116], [-1.302, -0.750, 0.488], [-1.033, -0.181, -0.824], [0.191, 0.111, 0.509]]}